1.
The following is a quantum chemistry calculation of a structure of composition C4H8N, from OMol25.

Geometry as XYZ:
```
13
Properties=species:S:1:pos:R:3:forces:R:3
C 0.524 -1.133 0.099 1.627 -1.328 -0.746
C 1.797 -0.216 -0.036 -1.928 -1.575 -1.960
C 0.690 0.862 -0.007 0.076 2.256 -0.359
C -1.806 -0.089 0.027 -2.202 1.190 -1.866
N -0.347 -0.192 -0.007 0.261 -0.175 0.408
H 0.459 -2.254 0.296 -0.519 1.649 -0.375
H 2.474 -0.529 0.711 0.734 0.758 1.341
H 2.389 -0.240 -1.023 -1.289 -0.244 1.304
H 0.548 1.484 0.882 0.384 -0.238 0.030
H 0.674 1.556 -0.883 -0.162 -0.781 0.529
H -2.198 0.793 0.693 1.139 -1.790 -1.180
H -2.286 -1.050 0.305 0.610 0.625 0.105
H -2.218 0.124 -1.105 1.268 -0.347 2.769
```
Forces are in eV/Å.

The HOMO energy comes out at -0.60718 Ha. The strongest force on any atom comes out at 0.062 hartree/bohr. The energy above the lowest of the compared OMol25 structures with the same formula, charge and spin is 0.930 eV. The net charge is +1. The calculation puts the total energy at -211.636911 Eh.



2.
The following is a quantum chemistry calculation of a structure of composition C4H8N2, from OMol25.

Geometry as XYZ:
```
14
Properties=species:S:1:pos:R:3:forces:R:3
C 1.423 -2.548 0.314 0.179 -4.205 2.062
C 0.996 -1.247 0.047 0.565 5.337 -0.551
C -1.341 1.085 -0.245 7.610 1.250 2.197
C -1.175 2.537 -0.462 -1.749 4.861 1.010
H 1.728 -2.889 -0.661 0.315 -0.870 -0.269
H 2.315 -2.798 1.065 -1.919 1.148 -1.544
H 0.506 -3.118 0.646 1.141 0.089 -0.175
H 1.690 -0.621 -0.600 -0.563 -0.674 0.687
H -2.027 0.427 0.211 -1.206 -0.432 -0.110
H -2.374 3.318 -0.875 4.116 -2.569 0.698
H -0.829 3.283 0.675 -1.372 -2.641 -3.330
H -0.144 2.433 -1.008 -2.361 1.884 0.193
N -0.052 -0.619 0.439 1.675 -0.010 -0.414
N 0.012 0.763 -0.065 -6.431 -3.167 -0.452
```
Forces are in eV/Å.

The HOMO energy comes out at -0.33319 Ha. The strongest force on any atom comes out at 0.156 hartree/bohr. The energy above the lowest of the compared OMol25 structures with the same formula, charge and spin is 6.273 eV. The net charge is 0. The calculation puts the total energy at -266.491469 Eh.



3.
The following is a quantum chemistry calculation of an isolated molecule of C4H8N2, from OMol25.

Geometry as XYZ:
```
14
Properties=species:S:1:pos:R:3:forces:R:3
C 2.507 -0.193 -0.494 0.027 0.363 0.511
C 1.566 0.297 0.311 0.321 0.060 -0.201
C 0.145 -0.171 0.277 -0.078 -0.020 0.468
C -0.843 0.873 -0.139 0.411 0.783 -0.243
N -2.078 0.706 -0.359 -0.319 -0.104 0.186
N -2.602 -0.566 -0.159 -0.433 0.148 0.181
H 2.311 -0.977 -1.209 -0.194 -0.091 -0.120
H 3.530 0.157 -0.444 -0.008 0.045 0.030
H 1.813 1.076 1.047 -0.070 -0.308 -0.391
H 0.039 -1.019 -0.385 0.010 -0.382 -0.309
H -0.113 -0.540 1.275 -0.105 -0.061 0.155
H -0.454 1.888 -0.322 -0.273 -0.436 0.008
H -2.199 -1.051 0.644 -0.097 0.066 -0.183
H -3.620 -0.480 -0.044 0.809 -0.064 -0.094
```
Forces are in eV/Å.

The HOMO energy comes out at -0.33137 Ha. The strongest force on any atom comes out at 0.018 hartree/bohr. The energy above the lowest of the compared OMol25 structures with the same formula, charge and spin is 1.816 eV. The net charge is 0. As for the structure (SMILES): C=CC/C=N\N. The calculation puts the total energy at -266.655260 Eh.



4.
The following is a quantum chemistry calculation of an isolated molecule of C4H8N2, from OMol25.

Geometry as XYZ:
```
14
Properties=species:S:1:pos:R:3:forces:R:3
C -1.850 -0.025 -0.515 -1.825 -0.120 0.179
C -0.760 -0.058 0.541 0.703 -0.641 -0.191
C 0.106 1.145 0.351 1.288 0.534 -0.096
N 1.251 0.856 -0.165 -0.989 2.935 0.181
N 1.339 -0.428 -0.509 -1.036 -2.483 1.094
C 0.311 -1.187 0.320 -0.399 1.238 -0.278
H -2.663 0.713 -0.179 1.161 -0.862 -0.683
H -1.421 0.316 -1.498 -0.637 -0.638 0.837
H -2.378 -1.038 -0.548 0.736 1.301 -0.415
H -1.148 -0.148 1.553 -0.291 0.132 -0.008
H -0.175 2.210 0.474 0.229 -0.904 0.172
H 2.275 -0.727 -0.342 0.648 -0.437 -0.127
H -0.121 -2.017 -0.212 0.044 -0.317 -0.389
H 0.661 -1.555 1.295 0.367 0.262 -0.277
```
Forces are in eV/Å.

The HOMO energy comes out at -0.31423 Ha. The strongest force on any atom comes out at 0.060 hartree/bohr. The energy above the lowest of the compared OMol25 structures with the same formula, charge and spin is 1.405 eV. The net charge is 0. As for the structure (SMILES): C[C@@H]1C=NNC1. The calculation puts the total energy at -266.670366 Eh.



5.
The following is a quantum chemistry calculation of a cluster of 2 separate species, C4H8N2 in total, from OMol25.

Geometry as XYZ:
```
14
Properties=species:S:1:pos:R:3:forces:R:3
C 1.841 -0.005 0.418 0.187 0.012 -0.029
N 0.428 -0.348 0.539 -0.036 0.188 0.119
C -0.407 0.331 -0.424 0.061 -0.142 -0.118
C -2.415 -1.300 -0.270 0.215 -0.082 -0.003
C -0.393 1.811 -0.324 -0.012 0.921 0.157
N -0.348 2.959 -0.187 -0.034 -1.107 -0.151
H 2.203 -0.323 -0.566 -0.045 0.044 0.137
H 2.403 -0.557 1.175 -0.077 0.101 -0.116
H 2.051 1.071 0.532 -0.055 -0.183 -0.017
H 0.101 -0.137 1.476 0.020 -0.053 -0.088
H -0.113 0.048 -1.439 -0.058 0.052 0.143
H -1.499 0.051 -0.287 -0.021 0.052 0.002
H -2.008 -1.793 -1.180 -0.071 0.107 0.112
H -1.844 -1.809 0.537 -0.072 0.090 -0.147
```
Forces are in eV/Å.

The HOMO energy comes out at -0.34827 Ha. The strongest force on any atom comes out at 0.022 hartree/bohr. The energy above the lowest of the compared OMol25 structures with the same formula, charge and spin is 5.362 eV. The net charge is 0. The calculation puts the total energy at -266.524939 Eh.



6.
The following is a quantum chemistry calculation of an isolated molecule of C4H8N2, from OMol25.

Geometry as XYZ:
```
14
Properties=species:S:1:pos:R:3:forces:R:3
C -1.015 1.256 -0.990 -0.010 0.131 -0.263
N -1.608 0.803 0.266 -0.045 -0.242 0.094
C -0.172 1.032 0.205 0.193 0.049 0.070
C 0.791 -0.118 0.096 0.018 0.237 -0.163
C 0.936 -1.245 1.040 0.092 -0.101 0.269
N 0.185 -1.409 -0.207 0.081 -0.172 -0.206
H -1.277 2.259 -1.319 -0.007 -0.147 0.133
H -0.906 0.519 -1.787 -0.050 0.162 0.141
H -1.785 -0.200 0.202 0.073 0.095 -0.003
H 0.170 1.885 0.791 -0.018 -0.148 -0.137
H 1.696 0.150 -0.451 -0.089 -0.080 0.063
H 0.346 -1.306 1.951 0.008 0.090 -0.153
H 1.923 -1.703 1.105 -0.208 0.076 0.033
H 0.717 -1.923 -0.901 -0.038 0.050 0.123
```
Forces are in eV/Å.

The HOMO energy comes out at -0.34051 Ha. The strongest force on any atom comes out at 0.006 hartree/bohr. The energy above the lowest of the compared OMol25 structures with the same formula, charge and spin is 2.130 eV. The net charge is 0. As for the structure (SMILES): C1N[C@H]1[C@H]1CN1. The calculation puts the total energy at -266.643720 Eh.



7.
The following is a quantum chemistry calculation of an isolated molecule of C4H8N2, from OMol25.

Geometry as XYZ:
```
14
Properties=species:S:1:pos:R:3:forces:R:3
C 0.939 -0.487 -1.178 0.062 0.096 0.051
C -0.075 -0.240 -0.118 -0.051 -0.116 -0.122
C -1.496 -0.079 -0.527 0.007 0.101 0.065
N 0.538 1.140 1.328 0.074 0.133 0.183
C 0.286 -0.351 1.296 -0.037 -0.438 0.123
N 0.346 -1.277 2.086 -0.017 0.474 -0.349
H 1.958 -0.401 -0.795 -0.157 -0.014 -0.045
H 0.793 0.166 -2.044 -0.010 -0.100 0.128
H 0.801 -1.522 -1.522 -0.023 0.108 0.075
H -1.597 0.585 -1.392 0.039 -0.109 0.112
H -2.121 0.263 0.299 0.101 -0.055 -0.113
H -1.859 -1.070 -0.835 0.084 0.088 0.050
H -0.091 1.680 1.918 0.027 -0.093 -0.097
H 1.503 1.420 1.487 -0.098 -0.075 -0.061
```
Forces are in eV/Å.

The HOMO energy comes out at -0.25876 Ha. The strongest force on any atom comes out at 0.011 hartree/bohr. The energy above the lowest of the compared OMol25 structures with the same formula, charge and spin is 4.039 eV. The net charge is 0. The calculation puts the total energy at -266.573572 Eh.



8.
The following is a quantum chemistry calculation of an isolated molecule of C4H8N2, from OMol25.

Geometry as XYZ:
```
14
Properties=species:S:1:pos:R:3:forces:R:3
C -2.024 0.488 0.152 -0.997 1.111 0.780
N -1.577 -0.848 -0.238 -0.363 0.654 0.338
C -0.381 -1.117 0.039 -0.107 0.266 0.018
N 0.562 -0.246 0.611 1.416 -0.334 -0.457
C 1.097 0.802 -0.261 1.104 -1.024 0.348
C 1.941 -0.432 0.027 -2.414 0.738 -0.426
H -3.176 0.539 -0.151 2.638 0.358 0.678
H -1.360 1.348 -0.390 -1.855 -1.806 1.500
H -1.948 0.558 1.382 -0.108 0.217 -3.204
H -0.059 -2.125 -0.121 0.435 -0.587 -0.097
H 0.706 0.817 -1.256 -0.278 0.427 -0.395
H 1.436 1.731 0.215 -0.532 -0.355 -0.280
H 2.067 -1.222 -0.715 -0.145 0.369 0.077
H 2.715 -0.292 0.706 1.207 -0.032 1.121
```
Forces are in eV/Å.

The HOMO energy comes out at -0.34144 Ha. The strongest force on any atom comes out at 0.062 hartree/bohr. The energy above the lowest of the compared OMol25 structures with the same formula, charge and spin is 2.648 eV. The net charge is 0. As for the structure (SMILES): C/N=C\N1CC1. The calculation puts the total energy at -266.624680 Eh.



> Look up the energy above the lowest of the compared OMol25 structures with the same formula, charge and spin of the first one.

0.930 eV



> Which of these has the lowest energy above the lowest of the compared OMol25 structures with the same formula, charge and spin?

C4H8N



Copy entry 5 word for word.
The following is a quantum chemistry calculation of a cluster of 2 separate species, C4H8N2 in total, from OMol25.

Geometry as XYZ:
```
14
Properties=species:S:1:pos:R:3:forces:R:3
C 1.841 -0.005 0.418 0.187 0.012 -0.029
N 0.428 -0.348 0.539 -0.036 0.188 0.119
C -0.407 0.331 -0.424 0.061 -0.142 -0.118
C -2.415 -1.300 -0.270 0.215 -0.082 -0.003
C -0.393 1.811 -0.324 -0.012 0.921 0.157
N -0.348 2.959 -0.187 -0.034 -1.107 -0.151
H 2.203 -0.323 -0.566 -0.045 0.044 0.137
H 2.403 -0.557 1.175 -0.077 0.101 -0.116
H 2.051 1.071 0.532 -0.055 -0.183 -0.017
H 0.101 -0.137 1.476 0.020 -0.053 -0.088
H -0.113 0.048 -1.439 -0.058 0.052 0.143
H -1.499 0.051 -0.287 -0.021 0.052 0.002
H -2.008 -1.793 -1.180 -0.071 0.107 0.112
H -1.844 -1.809 0.537 -0.072 0.090 -0.147
```
Forces are in eV/Å.

The HOMO energy comes out at -0.34827 Ha. The strongest force on any atom comes out at 0.022 hartree/bohr. The energy above the lowest of the compared OMol25 structures with the same formula, charge and spin is 5.362 eV. The net charge is 0. The calculation puts the total energy at -266.524939 Eh.



> What is the formula in the third record?

C4H8N2